1.
The following is a quantum chemistry calculation of 6 unconnected molecules or ions with the total composition C20H32Cl4O12 at a distorted geometry, from the OMol25 dataset.

Output
SMILES: C[C@H]1COC(=O)O1.C[C@H]1COC(=O)O1.C[C@H]1COC(=O)O1.C[C@H]1COC(=O)O1.ClCCCl.ClCCCl
E_LUMO (eV): -0.032
Multiplicity: 1
E_tot (eV): -95918.8815
Strongest force on any atom (eV/Å): 3.1
HOMO energy (eV): -10.471
Orbital gap (eV): 10.4
ΔE to the lowest compared entry with this formula, charge and spin (kJ/mol): 151.96

The geometry in XYZ format:
```
68
Properties=species:S:1:pos:R:3:forces:R:3
C 3.058948 -3.225722 -0.342554 -0.7 1.0 -1.1
C 3.160332 -4.006066 -1.662867 0.6 -0.4 2.5
C 4.018458 -3.352789 -2.697287 -0.3 2.0 -0.6
O 4.815421 -4.382319 -3.183733 1.6 -0.2 -1.4
C 4.974870 -5.363564 -2.282286 -2.1 -0.3 0.9
O 5.696225 -6.308174 -2.354656 -0.3 1.0 0.2
O 3.998491 -5.136446 -1.309139 0.9 -1.1 -0.8
H 2.386484 -2.385288 -0.546987 0.0 0.2 0.2
H 4.031962 -2.811511 -0.082251 0.0 -0.2 0.1
H 2.618873 -3.748132 0.502993 0.1 -0.4 -0.2
H 2.175347 -4.346294 -1.982243 0.1 -0.2 -0.3
H 4.604134 -2.505625 -2.317882 0.5 -0.5 0.7
H 3.546615 -2.807291 -3.518571 -0.6 -0.9 -0.3
C -3.343708 -0.194123 2.660976 -0.9 -0.4 -0.7
C -3.548933 -1.259444 3.778314 0.9 2.4 -1.7
C -4.769684 -2.134611 3.651024 -1.2 1.0 -0.6
O -4.284822 -3.405443 3.957951 -0.1 -1.0 0.5
C -2.933052 -3.386454 4.043754 0.6 -1.0 -0.2
O -2.249117 -4.326554 4.320869 -0.6 0.4 -0.1
O -2.466734 -2.179080 3.716263 -0.1 0.4 0.8
H -3.556542 -0.581642 1.661491 -0.3 -0.4 0.2
H -2.351276 0.221850 2.485494 0.2 -0.2 1.0
H -4.041180 0.626911 2.837735 0.1 0.1 0.0
H -3.555737 -0.639902 4.677528 0.3 -0.7 0.6
H -5.247559 -2.096383 2.666484 0.6 -0.3 -0.3
H -5.606314 -1.827223 4.282695 0.4 -0.2 0.6
C -2.388928 5.597155 -0.873364 1.1 0.8 -0.1
C -2.642128 4.545157 0.162943 0.2 0.7 0.8
C -1.891725 4.879744 1.510516 -0.1 -1.5 -0.7
O -2.901264 4.761143 2.516486 1.1 0.5 0.3
C -4.075421 4.574732 1.966663 -2.8 -0.5 0.2
O -5.122681 4.457453 2.569058 1.7 0.2 -0.9
O -3.978647 4.508051 0.617250 -0.9 0.0 -0.1
H -2.228515 6.587320 -0.440156 -0.6 0.1 0.1
H -3.080961 5.676823 -1.708012 -0.1 -0.3 0.1
H -1.379855 5.380299 -1.239458 -0.1 -0.1 -0.4
H -2.412374 3.587538 -0.309141 0.1 -0.2 0.6
H -1.469555 5.881510 1.503489 0.1 -0.1 0.1
H -1.180756 4.089818 1.746785 0.4 0.4 -0.1
C -1.530202 0.495931 -2.585062 0.1 -0.1 0.8
C -1.767733 -0.978803 -2.368195 -0.6 0.2 -0.6
C -0.475640 -1.788765 -2.343235 -0.2 0.1 -0.1
O -0.376313 -2.251977 -0.997120 -0.5 0.1 -0.2
C -1.576671 -2.000904 -0.343988 1.8 -0.7 0.9
O -1.789280 -2.395960 0.760841 -0.2 0.3 -0.7
O -2.340475 -1.231493 -1.086092 -1.1 0.5 -0.3
H -2.415124 1.118249 -2.455874 -0.2 -0.2 -0.3
H -1.098368 0.614834 -3.577819 0.1 0.3 0.1
H -0.852924 0.807207 -1.786251 0.4 0.3 -0.3
H -2.469511 -1.337364 -3.122439 0.0 -0.2 0.1
H 0.348206 -1.124175 -2.604422 0.3 -0.3 0.2
H -0.528243 -2.623780 -3.041494 0.2 -0.1 0.1
Cl 5.215345 0.816048 -0.402811 -0.3 -0.2 1.2
C 5.181232 0.931188 -2.142168 -0.4 0.3 -0.7
C 4.450608 2.197811 -2.627332 1.8 -0.8 0.6
Cl 2.715344 2.121091 -2.526787 -0.6 -0.2 0.0
H 4.709752 0.028875 -2.527776 0.2 0.0 -0.1
H 6.241154 1.000736 -2.378840 -0.2 -0.1 -0.6
H 4.783596 2.359556 -3.650539 -0.3 0.3 0.0
H 4.823814 2.947118 -1.930212 -0.3 0.5 -0.5
Cl 1.721887 -0.874790 2.679465 0.3 -1.5 0.4
C 1.367830 0.778202 2.346239 0.2 0.8 -1.2
C 1.769193 1.099443 0.889156 0.3 -0.3 0.8
Cl 0.691722 2.354013 0.252503 -0.2 0.3 -0.2
H 2.008930 1.359794 3.004270 -0.6 0.3 0.2
H 0.296244 0.932164 2.443527 0.1 0.2 0.4
H 1.725764 0.212097 0.261054 -0.3 0.1 -0.1
H 2.791170 1.468228 0.875227 -0.1 0.1 -0.2
```
Forces are in eV/Å.

***

2.
The following is a quantum chemistry calculation of a molecular structure, C20H32N2O7PrS6 at a distorted geometry, from the OMol25 dataset.

Output
E_LUMO (spin up / spin down) (eV): -2.790 / -2.311
Multiplicity: 3
E_tot (eV): -117649.6919
<S²>: 2.002
Strongest force on any atom (eV/Å): 3.8
HOMO energy (spin up / spin down) (eV): -11.503 / -11.527
Orbital gap (spin up / spin down) (eV): 8.7 / 9.2
Total charge: +1
ΔE to the lowest compared entry with this formula, charge and spin (kJ/mol): 151.93

The geometry in XYZ format:
```
68
Properties=species:S:1:pos:R:3:forces:R:3
Pr 9.648838 7.739612 10.865170 0.9 0.7 -0.2
C 12.480720 7.325332 7.461618 -0.9 0.5 0.1
C 11.379660 6.333508 7.109540 1.0 -1.2 -1.6
S 10.716747 5.433643 8.481255 -0.3 0.1 1.4
C 9.197966 4.804752 7.752663 0.6 -1.0 0.4
C 8.059908 5.795149 7.632463 -2.2 0.6 -2.0
S 8.554616 7.460548 8.041126 -0.7 0.4 0.9
C 6.924984 8.315883 8.092795 1.2 0.1 -2.4
C 7.317512 9.778762 7.806932 1.9 -0.7 -0.3
S 8.719904 10.279982 8.931544 0.3 0.8 -0.3
C 9.969963 10.841251 7.714967 0.7 -0.4 -0.4
C 10.771225 9.681269 7.135478 -0.5 -1.3 -0.9
S 11.774584 8.785144 8.368124 0.1 0.2 0.0
H 13.014816 7.622175 6.529491 -0.2 0.0 0.9
H 13.150805 6.906525 8.223622 0.1 0.1 -0.4
H 11.808441 5.484386 6.509676 -0.1 1.0 0.1
H 10.586429 6.766430 6.495612 0.1 0.2 0.2
H 8.988213 3.989186 8.408181 -0.7 -0.4 1.0
H 9.499063 4.187718 6.894789 -0.4 0.9 -0.5
H 7.033507 5.643562 8.083526 1.6 -0.7 0.2
H 7.766968 5.938341 6.561443 0.4 -0.6 0.5
H 6.387187 8.175746 8.989433 -0.2 0.0 1.4
H 6.281194 7.902448 7.294977 0.4 0.3 0.1
H 6.537839 10.396975 8.110210 -1.4 1.3 0.1
H 7.701033 10.034118 6.764565 -0.9 -0.7 1.3
H 10.696130 11.549646 8.153965 -0.8 -0.1 0.2
H 9.479809 11.322847 6.851726 0.0 0.1 0.6
H 11.404613 9.989500 6.311197 0.3 0.4 0.0
H 10.050627 8.966673 6.678611 0.5 0.4 0.3
O 7.814770 10.961532 13.276726 -0.1 -0.5 -0.3
S 8.105995 9.636264 12.833299 1.4 -1.5 -1.0
O 7.680793 9.222558 11.428306 0.4 0.3 1.4
O 9.565740 9.236464 12.870969 -0.7 0.2 -0.5
C 7.249008 8.440052 13.839822 -1.6 -1.6 -0.7
C 6.509508 8.923353 14.923341 0.9 0.9 -1.1
C 5.363787 8.299541 15.367013 -2.2 -0.8 1.5
C 4.963493 7.038973 14.893648 -0.2 0.8 -0.9
C 5.745499 6.524149 13.857556 -0.1 -1.6 -0.6
C 6.840365 7.123886 13.287584 1.3 0.9 1.2
S 7.902402 5.883635 12.324537 -0.5 -1.8 2.2
O 7.508383 4.508904 12.622119 0.2 2.3 0.0
O 9.301154 6.223573 12.790471 -1.3 0.3 -1.3
O 7.785865 6.152083 10.877382 0.5 1.0 -0.5
H 6.766264 9.918751 15.319965 -0.2 -0.5 -0.4
H 4.687055 8.860438 16.071416 1.0 -0.8 -0.5
H 4.024065 6.463081 15.114532 1.1 1.1 0.3
H 5.499898 5.550582 13.406260 0.0 0.3 0.6
C 12.448517 5.304202 12.958602 2.1 -0.3 1.2
N 13.379578 6.484328 12.918440 -1.4 -2.3 -0.4
C 14.306558 6.578809 14.038402 -0.4 -0.9 -1.1
C 15.478587 7.441023 13.666133 -0.3 -0.2 0.2
C 14.855558 8.783837 13.408709 -0.7 0.9 2.4
N 13.699767 8.686986 12.483846 -0.1 -0.2 -0.9
C 13.460878 9.919789 11.716324 -1.3 0.0 0.7
C 13.066851 7.489056 12.125018 -0.3 3.1 2.1
O 12.074212 7.494089 11.334885 0.2 -0.2 -0.3
H 11.734162 5.403407 13.796684 0.1 0.2 -0.6
H 13.146628 4.443593 13.254306 -1.3 0.8 -0.9
H 11.960727 5.186998 11.996767 0.1 -0.2 0.2
H 14.542398 5.532297 14.243135 0.4 0.3 0.3
H 13.770062 7.008499 14.870488 -0.1 0.1 0.6
H 15.931616 7.134075 12.754550 0.6 -0.9 -0.6
H 16.165527 7.345916 14.512449 0.2 0.7 -0.3
H 15.523324 9.601157 13.068549 -0.3 -0.7 0.1
H 14.493415 9.037251 14.491117 0.2 0.5 -2.0
H 12.411187 9.957654 11.327862 0.9 -0.2 0.4
H 14.128723 9.910999 10.879416 0.5 0.6 -0.6
H 13.587031 10.810805 12.388186 0.1 -0.9 -0.7
```
Forces are in eV/Å.

***

> Among the records above, which one has the lowest multiplicity?

C20H32Cl4O12